Record 1
This record from the OMol25 dataset describes 10 unconnected molecules or ions with the total composition C18H29Cl10N5O6. The level of theory is ωB97M-V/def2-TZVPD.

Properties
gap between HOMO and LUMO	0.3393	Eh
lowest unoccupied orbital energy	-0.6	eV
max |F|	0.077	Eh/bohr
2S+1	1
SMILES	C[N+](=O)[O-].C[N+](=O)[O-].C[N+](=O)[O-].c1ccncc1.c1ccncc1.ClCCl.ClCCl.ClCCl.ClCCl.ClCCl
HOMO	-9.82	eV

Structure (XYZ):
```
68
Properties=species:S:1:pos:R:3:lowdin_charge:R:1
N -1.075 -3.293 0.604 0.062
C -2.199 -3.051 1.308 -0.193
C -2.983 -4.003 1.850 -0.079
C -2.742 -5.346 1.506 -0.070
C -1.638 -5.674 0.755 -0.056
C -0.851 -4.595 0.284 -0.123
H -2.362 -2.002 1.510 0.102
H -3.817 -3.628 2.424 0.108
H -3.478 -6.003 1.945 0.106
H -1.560 -6.737 0.579 0.103
H -0.027 -4.817 -0.378 0.098
N 3.537 -0.202 -1.145 0.043
C 3.505 -1.525 -1.051 -0.179
C 3.033 -2.218 0.059 -0.049
C 2.673 -1.443 1.187 -0.083
C 2.866 -0.068 1.216 -0.044
C 3.173 0.549 -0.057 -0.104
H 3.873 -2.014 -1.940 0.095
H 2.995 -3.298 0.046 0.098
H 2.288 -1.819 2.124 0.059
H 2.644 0.489 2.114 0.094
H 3.159 1.613 -0.240 0.095
C 2.403 0.237 -4.510 0.069
N 1.496 0.988 -3.514 -0.368
O 1.968 1.927 -2.877 0.063
O 0.284 0.698 -3.558 0.015
H 1.800 -0.435 -5.121 0.085
H 2.982 -0.523 -3.986 0.078
H 2.910 0.969 -5.139 0.103
C 0.006 -0.231 -0.491 0.004
N -0.204 0.711 0.589 -0.443
O -0.068 1.844 0.329 0.044
O -0.535 0.344 1.711 0.039
H 0.848 0.206 -1.029 0.073
H -0.888 -0.366 -1.099 0.012
H 0.129 -1.225 -0.062 0.074
C 0.251 4.278 -1.676 -0.006
N 1.660 4.549 -1.520 -0.444
O 2.092 4.364 -0.378 0.038
O 2.324 5.084 -2.381 0.079
H -0.052 4.534 -2.692 0.105
H -0.330 4.936 -1.030 0.102
H 0.055 3.238 -1.416 0.056
C -2.404 -1.555 -4.113 -0.973
Cl -3.318 -2.864 -4.988 0.477
Cl -2.363 -1.816 -2.358 0.558
H -1.367 -1.509 -4.448 0.018
H -2.833 -0.565 -4.271 -0.031
C 1.451 3.092 3.693 -1.029
Cl 3.153 3.256 4.263 0.470
Cl 0.513 2.347 5.004 0.497
H 1.195 4.140 3.541 -0.029
H 1.350 2.531 2.763 0.003
C -2.185 3.342 2.981 -1.065
Cl -0.999 4.411 2.270 0.584
Cl -2.576 3.542 4.673 0.534
H -3.040 3.510 2.326 0.011
H -1.817 2.357 2.695 -0.001
C -2.723 2.292 -2.089 -0.952
Cl -3.680 1.884 -3.533 0.553
Cl -3.559 1.773 -0.548 0.480
H -1.785 1.739 -2.057 -0.014
H -2.570 3.360 -1.929 0.023
C -0.255 -2.450 4.167 -1.067
Cl 0.939 -3.606 3.716 0.556
Cl 0.329 -1.549 5.573 0.508
H -0.437 -1.728 3.370 0.002
H -1.167 -2.975 4.450 0.026
```

Record 2
This record from the OMol25 dataset describes a molecular structure, C18H29ClCoNO2P2. The level of theory is ωB97M-V/def2-TZVPD.

Properties
gap between HOMO and LUMO (spin up / spin down)	0.3218 / 0.2216	Eh
lowest unoccupied orbital energy (spin up / spin down)	-5.7 / -8.7	eV
max |F|	0.073	Eh/bohr
total charge	+2
ΔE to the lowest compared entry with this formula, charge and spin	0.0	kJ/mol
2S+1	5
HOMO (spin up / spin down)	-14.45 / -14.78	eV
expectation value of S²	6.025

Structure (XYZ):
```
54
Properties=species:S:1:pos:R:3:lowdin_charge:R:1
Co 0.055 -0.008 0.273 0.462
P -0.672 -1.757 1.253 0.805
C -2.503 -1.561 1.354 -0.223
C -2.821 -0.091 1.314 -0.296
N -1.922 0.715 0.730 0.004
C -2.107 2.045 0.689 -0.299
C -3.218 2.630 1.300 0.020
C -4.126 1.821 1.975 0.008
C -3.915 0.445 1.995 0.020
C -1.071 2.840 -0.057 -0.216
P -0.112 1.617 -1.070 0.806
H -4.564 -0.240 2.546 0.136
H -3.311 3.717 1.262 0.138
H -4.991 2.256 2.480 0.136
H -1.526 3.570 -0.739 0.113
H -0.399 3.387 0.631 0.118
H -2.950 -2.106 0.490 0.125
H -2.832 -2.015 2.301 0.113
H -2.356 -2.012 -4.059 0.046
O -3.001 -1.943 -3.309 -0.107
H -3.813 -2.340 -3.699 0.056
H 0.650 -0.467 -4.810 0.062
O -0.208 -0.322 -5.298 -0.081
H 0.059 -0.181 -6.221 0.057
C -1.053 1.628 -2.617 -0.201
H -1.189 2.678 -2.900 0.071
H -0.525 1.078 -3.405 0.030
H -2.030 1.140 -2.509 0.067
C 1.404 2.479 -1.485 -0.212
H 1.900 1.894 -2.266 0.070
H 1.122 3.472 -1.845 0.076
H 2.089 2.544 -0.635 0.011
C -0.126 -1.911 2.986 -0.209
H -0.687 -2.735 3.440 0.070
H 0.951 -2.128 2.991 0.065
H -0.282 -0.991 3.560 0.062
C -0.532 -3.475 0.713 -0.220
H 0.528 -3.729 0.608 0.051
H -0.999 -4.083 1.498 0.072
H -1.037 -3.601 -0.252 0.066
Cl 4.061 2.416 1.348 0.786
C 4.074 0.754 0.923 -0.598
C 5.289 0.195 0.567 -0.071
C 5.379 -1.165 0.252 -0.014
C 4.206 -1.921 0.229 -0.045
C 2.959 -1.349 0.491 -0.044
C 2.880 -0.007 0.911 -0.287
C 1.598 0.579 1.386 -0.166
H 6.170 0.831 0.563 0.122
H 6.345 -1.606 0.023 0.129
H 4.253 -2.985 0.016 0.119
H 2.035 -1.931 0.348 0.076
H 1.303 0.260 2.395 0.087
H 1.568 1.668 1.338 0.036
```

Record 3
This record from the OMol25 dataset describes 2 unconnected molecules or ions with the total composition C18H29ClF8NO6P2S. The level of theory is ωB97M-V/def2-TZVPD.

Properties
gap between HOMO and LUMO	0.1076	Eh
lowest unoccupied orbital energy	1.6	eV
max |F|	0.097	Eh/bohr
total charge	-1
2S+1	1
HOMO	-1.32	eV

Structure (XYZ):
```
66
Properties=species:S:1:pos:R:3:lowdin_charge:R:1
C -0.754 -1.538 3.383 -0.266
P -1.768 -0.554 2.164 1.011
C -3.509 -0.857 2.725 -0.277
C -1.468 -1.288 0.421 -0.421
C 0.009 -1.710 0.515 -0.205
C 0.731 -1.916 -0.816 -0.201
C 2.122 -2.562 -0.580 -0.193
C 3.276 -1.856 -1.281 -0.250
S 3.492 -0.129 -0.776 0.331
O 2.529 0.265 0.200 -0.335
O 4.819 0.026 -0.296 -0.335
Cl 3.266 1.007 -2.466 0.416
C -2.433 -2.494 0.355 -0.552
O -2.250 -3.595 0.609 0.210
O -3.623 -1.999 -0.100 -0.004
C -3.527 -0.620 -0.462 -0.183
C -1.999 -0.450 -0.736 -0.454
C -1.796 1.118 -0.791 -0.134
C -0.591 1.660 -0.028 -0.204
O -0.065 2.786 -0.763 -0.112
C 0.761 3.515 0.119 -0.111
C 1.718 4.446 -0.621 -0.443
F 1.183 5.643 -0.838 0.155
F 1.939 3.916 -1.840 0.110
C 3.119 4.571 0.026 -0.388
F 3.760 5.505 -0.697 0.149
F 3.812 3.469 -0.121 0.178
C 3.111 5.082 1.505 -0.387
F 1.928 5.575 1.877 0.154
F 3.975 6.093 1.591 0.153
C 3.566 4.057 2.569 -0.322
F 3.033 2.849 2.389 0.114
F 4.894 3.989 2.602 0.122
P -1.883 -1.011 -2.515 0.775
N -2.320 -2.479 -2.830 -0.229
H 0.246 -1.129 3.501 0.031
H -0.690 -2.590 3.084 0.042
H -1.280 -1.545 4.339 0.032
H -3.495 -0.769 3.817 0.033
H -3.921 -1.844 2.499 0.054
H -4.132 -0.036 2.374 0.023
H 0.026 -2.670 1.035 0.114
H 0.572 -0.953 1.071 0.081
H 0.143 -2.626 -1.417 0.116
H 0.794 -1.003 -1.413 0.068
H 2.290 -2.659 0.495 0.119
H 2.091 -3.576 -0.988 0.130
H 4.208 -2.364 -1.025 0.105
H 3.201 -1.894 -2.369 0.098
H -3.929 0.041 0.309 0.100
H -4.164 -0.510 -1.345 0.123
H -2.727 1.620 -0.524 0.115
H -1.624 1.384 -1.844 0.088
H -0.952 2.066 0.924 0.097
H 0.197 0.929 0.160 0.093
H 0.122 4.157 0.748 0.145
H 1.266 2.811 0.791 0.123
H 3.230 4.416 3.548 0.173
H -0.539 -0.736 -2.893 0.010
H -2.711 -0.097 -3.221 0.030
H -3.102 -2.452 -3.478 -0.006
C -2.817 -5.726 -2.546 -0.553
O -2.288 -6.887 -2.969 -0.474
H -3.706 -5.329 -3.125 0.014
H -3.218 -5.708 -1.493 0.020
H -2.147 -4.842 -2.539 -0.014
```

Record 4
This record from the OMol25 dataset describes a molecular structure, C18H29ClNO2OsP2. The level of theory is ωB97M-V/def2-TZVPD.

Properties
gap between HOMO and LUMO (spin up / spin down)	0.2417 / 0.2041	Eh
lowest unoccupied orbital energy (spin up / spin down)	-10.6 / -13.4	eV
max |F|	0.080	Eh/bohr
total charge	+3
2S+1	5
HOMO (spin up / spin down)	-17.13 / -18.92	eV
expectation value of S²	6.055

Structure (XYZ):
```
54
Properties=species:S:1:pos:R:3:lowdin_charge:R:1
Os -0.181 0.002 0.082 1.047
P 1.999 -0.543 0.067 0.658
C 2.123 -1.040 -1.647 -0.166
C 0.933 -1.440 -2.300 -0.297
N -0.279 -1.104 -1.699 -0.052
C -1.473 -1.415 -2.208 -0.278
C -1.531 -2.306 -3.286 0.055
C -0.356 -2.694 -3.928 0.031
C 0.860 -2.201 -3.490 0.056
C -2.690 -0.787 -1.573 -0.210
P -2.134 0.714 -0.610 0.685
H 1.824 -2.422 -3.967 0.152
H -2.508 -2.645 -3.609 0.145
H -0.379 -3.367 -4.775 0.144
H -3.409 -0.462 -2.341 0.122
H -3.198 -1.488 -0.896 0.107
H 2.101 0.991 -2.448 -0.002
H 3.077 -1.103 -2.176 0.126
H 1.371 2.694 -1.232 0.028
O 1.893 1.818 -2.959 -0.065
H 2.799 2.225 -3.069 0.109
H 0.296 1.585 -0.009 0.008
O 0.606 3.074 -0.701 -0.131
H 1.204 3.450 0.016 0.106
C -2.025 1.955 -1.914 -0.201
H -2.803 1.783 -2.655 0.073
H -2.166 2.945 -1.473 0.075
H -1.060 1.932 -2.426 0.050
C -3.495 1.178 0.428 -0.196
H -3.316 2.191 0.785 0.075
H -4.443 1.160 -0.112 0.089
H -3.576 0.521 1.292 0.034
C 2.554 -2.125 0.773 -0.189
H 3.560 -2.334 0.378 0.086
H 2.552 -2.028 1.862 0.067
H 1.861 -2.909 0.442 0.065
C 3.285 0.657 0.485 -0.208
H 3.202 0.879 1.554 0.065
H 4.270 0.224 0.285 0.077
H 3.204 1.596 -0.078 0.048
Cl -3.553 -1.991 3.237 0.934
C -2.230 -1.005 3.704 -0.525
C -2.155 -0.385 4.942 -0.010
C -1.152 0.541 5.218 0.044
C -0.198 0.862 4.260 0.055
C -0.243 0.196 3.031 -0.045
C -1.183 -0.805 2.770 -0.270
C -1.115 -1.500 1.450 -0.200
H -2.939 -0.639 5.649 0.143
H -1.130 0.988 6.204 0.150
H 0.568 1.612 4.457 0.151
H 0.462 0.524 2.248 0.061
H -0.332 -2.278 1.377 0.083
H -2.080 -1.798 0.991 0.042
```